1.
Here is an isolated ion of composition C2H4ClN2 and charge +1 in a non-equilibrium geometry from the Open Molecules 2025 dataset. Energies are from ωB97M-V with the def2-TZVPD basis set.

Positions of all 9 atoms, in Å:
C 0.601388 1.933759 0.021021
C 0.457618 0.024759 1.415684
N 0.212551 0.820121 0.505905
N -0.782278 -2.138369 -0.612870
Cl -0.041732 -1.884645 0.927855
H 0.202379 2.980299 0.011857
H 1.552795 1.851041 -0.652940
H -1.810700 -2.198316 -0.355614
H -0.392022 -1.388649 -1.260898

Forces on the atoms, in the same order (eV/Å):
C 2.142 0.447 -2.614
C 0.076 -1.364 0.886
N 0.096 1.654 0.027
N -0.296 0.426 0.608
Cl -0.039 0.536 -0.617
H -0.618 -1.382 0.520
H -1.530 0.175 1.408
H 1.530 0.736 -1.228
H -1.360 -1.227 1.009

E = -17628.2832 eV
LUMO energy (spin up / spin down) = -6.5 / -6.5 eV
total charge = +1
multiplicity = 1
max |F| = 0.06629 Eh/bohr
energy relative to the best compared isomer or geometry (same formula, charge and spin) = 4.802 eV

2.
Here is one molecule with the formula C2H4ClN3 in a non-equilibrium geometry from the Open Molecules 2025 dataset. Energies are from ωB97M-V with the def2-TZVPD basis set.

Positions of all 10 atoms, in Å:
H 0.075123 1.764886 1.812073
N 0.289387 1.154829 1.036416
C -0.448847 0.164838 0.692666
N 0.012534 -0.556810 -0.537816
C 0.372831 0.222635 -1.440413
N -1.630860 -0.297176 1.355959
Cl -2.645271 1.038242 2.069482
H 0.909994 -0.078753 -2.307000
H 0.267880 1.337759 -1.299039
H -2.323533 -0.768000 0.856300

Forces on the atoms, in the same order (eV/Å):
H -0.639 -0.485 0.313
N -0.487 -1.278 -0.743
C 0.793 1.759 -0.649
N -1.415 -0.733 2.583
C 0.111 2.703 0.308
N 0.829 2.131 1.250
Cl 1.326 -1.183 -0.586
H 0.054 -0.770 -0.741
H 0.127 -1.023 -0.250
H -0.701 -1.122 -1.485

E = -19129.0763 eV
LUMO energy = -0.1 eV
multiplicity = 1
max |F| = 0.05901 Eh/bohr
energy relative to the best compared isomer or geometry (same formula, charge and spin) = 0.818 eV

3.
Here is C2H4ClN3 as an isolated structure in a non-equilibrium geometry from the Open Molecules 2025 dataset. Energies are from ωB97M-V with the def2-TZVPD basis set.

Positions of all 10 atoms, in Å:
C -0.317268 0.539262 -0.775869
C 1.386600 -0.033219 0.768486
N 0.110290 1.839946 -0.253419
N 0.954554 1.786088 0.571711
N 0.291532 -0.507038 0.109733
Cl 2.793542 -0.277931 -0.290501
H -1.464576 0.311879 -0.817130
H -0.069011 0.385877 -1.742782
H 1.496836 -0.043421 1.854266
H -0.570587 -0.716729 0.760836

Forces on the atoms, in the same order (eV/Å):
C -2.468 -1.927 2.581
C -0.424 3.017 -0.945
N -1.152 -0.048 -0.732
N 1.960 -0.942 1.081
N -4.566 -0.872 1.467
Cl 0.210 0.246 0.834
H 1.874 1.043 0.519
H 1.504 0.091 -3.206
H 0.282 -0.802 -0.498
H 2.780 0.192 -1.101

E = -19128.8547 eV
LUMO energy = 0.7 eV
multiplicity = 1
max |F| = 0.09479 Eh/bohr
energy relative to the best compared isomer or geometry (same formula, charge and spin) = 1.040 eV

4.
Here is one molecule with the formula C2H4ClNO in a non-equilibrium geometry from the Open Molecules 2025 dataset. Energies are from ωB97M-V with the def2-TZVPD basis set.

Positions of all 9 atoms, in Å:
N -0.942628 -0.659047 1.157551
C 0.365084 -0.606807 0.762393
O 1.284755 -1.159825 1.394596
C 0.709447 0.316332 -0.365158
Cl -0.592291 0.981866 -1.372816
H -1.753714 -0.822038 0.639554
H -0.988870 -1.141447 1.995918
H 1.431977 -0.225470 -0.988666
H 1.252715 1.132010 0.048023

Forces on the atoms, in the same order (eV/Å):
N 1.464 0.396 0.394
C 0.882 -0.681 0.993
O -1.902 1.253 -1.241
C 0.720 -0.884 -0.965
Cl -0.066 -0.246 0.151
H -0.877 0.395 -1.649
H -0.165 -1.178 1.955
H -0.357 0.206 -0.093
H 0.302 0.740 0.455

E = -18199.0877 eV
LUMO energy = 0.8 eV
multiplicity = 1
max |F| = 0.05044 Eh/bohr
energy relative to the best compared isomer or geometry (same formula, charge and spin) = 0.000 eV

5.
Here is one molecule with the formula C2H4ClNO3 in a non-equilibrium geometry from the Open Molecules 2025 dataset. Energies are from ωB97M-V with the def2-TZVPD basis set.

Positions of all 11 atoms, in Å:
C 0.461487 -1.103151 0.127249
C 0.098587 0.373209 -0.031634
N -1.214720 0.631457 -0.441534
O 1.493169 -1.588384 -0.244888
O -0.458331 -1.845120 0.753203
O 1.102765 0.899934 -0.886695
Cl 0.606997 1.026974 1.633452
H -1.110010 -1.164992 0.939277
H -1.124368 1.081135 -1.323305
H -1.729215 1.239945 0.242634
H 1.873638 0.448994 -0.767759

Forces on the atoms, in the same order (eV/Å):
C -5.719 2.433 -0.036
C 3.475 -1.914 -1.716
N 0.081 0.753 2.264
O 5.310 -1.937 -1.378
O -0.484 -0.378 0.701
O -4.949 2.553 -0.869
Cl -0.409 1.172 1.911
H -0.978 -0.349 0.415
H -0.383 0.323 -0.987
H 0.682 -0.680 -0.938
H 3.375 -1.975 0.633

E = -22288.7089 eV
LUMO energy (spin up / spin down) = 0.6 / -4.0 eV
multiplicity = 3
max |F| = 0.12086 Eh/bohr
energy relative to the best compared isomer or geometry (same formula, charge and spin) = 1.319 eV

6.
Here is a 2-piece molecular cluster, C2H4ClNOS overall in a non-equilibrium geometry from the Open Molecules 2025 dataset. Energies are from ωB97M-V with the def2-TZVPD basis set.

Positions of all 10 atoms, in Å:
O 1.201597 -0.913839 0.348709
N 1.351762 0.524462 0.373943
C 1.806663 0.975874 -0.719267
Cl 1.836816 2.584638 -1.064408
H 0.562872 -1.074723 1.016526
H 1.758753 0.280094 -1.594400
C -2.120576 -0.500483 0.532160
S -2.754247 -1.550459 -0.574951
H -1.483621 -0.898757 1.353424
H -2.160015 0.573190 0.328263

Forces on the atoms, in the same order (eV/Å):
O 1.413 1.689 -1.675
N 0.071 -0.585 0.695
C -1.924 -3.588 -0.750
Cl 0.459 1.873 -0.048
H -0.760 -0.044 1.134
H 0.839 0.622 0.611
C 0.114 -1.573 -1.616
S 0.626 1.273 1.517
H -0.788 0.569 -0.353
H -0.050 -0.236 0.485

E = -29030.5316 eV
LUMO energy = -0.8 eV
multiplicity = 1
max |F| = 0.08051 Eh/bohr
energy relative to the best compared isomer or geometry (same formula, charge and spin) = 3.488 eV

What is the formula in the first record? C2H4ClN2

The highest multiplicity belongs to which entry? C2H4ClNO3

Which of these has the lowest max |F|? C2H4ClNO